37
Properties=species:S:1:pos:R:3:nbo_charge:R:1 method="wB97M-V/def2-TZVPD" orbital_gap_ha=0.265 relative_energy_kcal_mol=0.00 total_charge=0 largest_force_ev_per_a=2.87
N 3.558 2.983 -1.188 -0.3443
Br 2.339 1.109 8.077 0.0510
C 2.598 2.346 -1.175 0.2624
N -0.833 0.047 1.876 -0.5154
O -2.855 -2.205 -4.887 -0.4960
S -2.750 -0.775 0.134 0.4421
C -1.188 -0.158 0.627 0.3015
C 1.280 0.905 1.042 -0.2780
C 0.459 0.561 2.131 0.1878
C 1.409 1.553 -1.314 -0.4611
C 0.820 0.779 -0.333 0.2380
C 0.566 0.310 5.925 -0.2476
C 2.470 1.598 5.224 -0.2427
C -0.880 -1.162 -3.909 -0.2989
C -2.865 -1.508 -2.649 -0.2470
C 0.154 0.196 4.583 -0.1851
C 2.082 1.467 3.873 -0.1881
C -0.247 -0.564 -2.844 -0.1536
C 1.735 0.981 6.245 -0.0455
C -2.188 -1.612 -3.838 0.3084
C -2.197 -0.985 -1.486 -0.1927
C 0.901 0.782 3.534 -0.0107
C -0.918 -0.456 -1.637 0.0822
N -0.371 0.102 -0.484 -0.3810
C -2.212 -2.286 -6.171 -0.2583
H 2.272 1.268 1.228 0.2354
H 1.002 1.617 -2.329 0.2448
H -0.053 -0.134 6.673 0.2295
H 3.368 2.177 5.420 0.2312
H -0.256 -1.336 -4.776 0.2257
H -3.864 -1.876 -2.570 0.2360
H -0.732 -0.388 4.317 0.2425
H 2.714 2.029 3.177 0.2240
H 0.817 -0.371 -2.926 0.2320
H -1.692 -1.364 -6.449 0.1826
H -2.959 -2.534 -6.970 0.2081
H -1.486 -3.097 -6.154 0.1805

***

22
Properties=species:S:1:pos:R:3:nbo_charge:R:1 method="wB97M-V/def2-TZVPD" orbital_gap_ha=0.343 relative_energy_kcal_mol=39.62 total_charge=0 smiles=CCN(C)C.O.O largest_force_ev_per_a=1.69
C -1.302 1.713 0.553 -0.6312
C -0.130 1.405 -0.374 -0.2196
N 1.070 0.992 0.365 -0.4381
C 0.899 -0.408 0.815 -0.4155
C 2.275 1.159 -0.415 -0.4182
H -2.017 0.877 0.553 0.1998
H -1.098 1.892 1.610 0.2210
H -1.947 2.506 0.183 0.2150
H 0.174 2.321 -0.840 0.1924
H -0.463 0.669 -1.119 0.1646
H -0.152 -0.585 1.010 0.2039
H 1.503 -0.617 1.694 0.1956
H 1.278 -1.070 0.024 0.1669
H 2.709 0.253 -0.824 0.1736
H 2.159 1.825 -1.256 0.1958
H 3.066 1.613 0.183 0.1936
H -0.011 -0.891 4.590 0.4702
H -0.007 -2.197 5.403 0.4694
O -0.434 -1.752 4.662 -0.9392
H -2.494 -3.859 -5.121 0.4688
H -2.192 -2.608 -5.953 0.4683
O -2.887 -3.237 -5.744 -0.9371

***

15
Properties=species:S:1:pos:R:3:nbo_charge:R:1 method="wB97M-V/def2-TZVPD" orbital_gap_ha=0.273 relative_energy_kcal_mol=104.75 total_charge=0 smiles="N[C@@H]1N=CN=C2N=NC=C21" largest_force_ev_per_a=4.53
N -0.418 -3.270 -0.605 -0.1841
N -1.191 -2.909 -1.546 -0.1074
N -0.046 0.154 1.635 -0.3573
N 0.445 -2.185 1.385 -0.3096
C 0.518 -0.964 2.023 0.1905
C -0.271 -2.250 0.308 0.3175
C -1.516 -1.570 -1.355 -0.0447
C -0.923 -1.157 -0.217 -0.1442
N -0.170 1.111 -0.409 -0.7809
C -0.874 0.176 0.421 0.0390
H 1.132 -0.927 2.922 0.1967
H -2.205 -0.990 -2.021 0.2298
H 0.140 1.862 0.196 0.3778
H 0.598 0.635 -0.810 0.3605
H -1.892 0.548 0.675 0.2163

***

21
Properties=species:S:1:pos:R:3:nbo_charge:R:1 method="wB97M-V/def2-TZVPD" orbital_gap_ha=0.328 relative_energy_kcal_mol=43.07 total_charge=0 largest_force_ev_per_a=3.92
C -1.057 2.027 -1.253 -0.1689
C 0.120 2.421 -0.802 -0.2487
C -1.795 0.826 -0.819 -0.3208
C 0.746 1.672 0.272 -0.2704
C -1.339 -0.379 -0.941 0.1674
C 2.057 1.620 0.598 -0.0496
C 2.635 1.145 1.898 -0.6471
C -1.561 -2.823 -0.625 -0.2540
O -2.143 -1.483 -0.673 -0.5166
Br 3.389 2.385 -0.539 0.0144
H -1.695 2.656 -1.938 0.2111
H 0.733 3.388 -1.082 0.2353
H -2.867 1.078 -0.621 0.2215
H 0.035 1.173 1.081 0.2300
H -0.364 -0.521 -1.148 0.1749
H 2.665 2.052 2.586 0.2266
H 3.541 0.717 1.763 0.2195
H 2.027 0.362 2.371 0.2221
H -1.674 -3.495 -1.527 0.1856
H -2.035 -3.274 0.204 0.1936
H -0.388 -2.899 -0.454 0.1741

***

18
Properties=species:S:1:pos:R:3:nbo_charge:R:1 method="wB97M-V/def2-TZVPD" orbital_gap_ha=0.381 relative_energy_kcal_mol=87.32 total_charge=0 smiles="CCN1C[C@H]1C=O.[H][H]" largest_force_ev_per_a=1.49
C 1.674 -0.020 -1.538 -0.6145
C 1.576 -0.335 -0.053 -0.2145
N 0.349 0.219 0.495 -0.3767
C -0.277 -0.427 1.607 -0.2034
C -0.862 -0.512 0.220 -0.2254
C -1.956 0.230 -0.499 0.4425
O -1.963 1.403 -0.791 -0.5071
H 2.633 -0.360 -1.941 0.2138
H 1.582 1.057 -1.706 0.2230
H 0.875 -0.518 -2.101 0.2020
H 1.631 -1.428 0.110 0.1604
H 2.411 0.121 0.489 0.2022
H 0.181 -1.353 1.971 0.1905
H -0.721 0.209 2.366 0.2199
H -0.775 -1.520 -0.200 0.1987
H -2.748 -0.416 -0.905 0.1147
H -1.935 1.709 1.579 -0.0851
H -1.675 1.938 0.896 0.0592

***

11
Properties=species:S:1:pos:R:3:mulliken_spin:R:1 method="wB97M-V/def2-TZVPD" orbital_gap_ha="0.391 / 0.259" relative_energy_kcal_mol=4.47 multiplicity=2 s2=0.76 total_charge=+2 largest_force_ev_per_a=3.93
O -0.913 -1.133 -1.180 0.7454
C -1.450 -0.539 -0.194 -0.0668
O -2.599 -0.130 -0.252 0.3099
O -0.823 -0.501 0.990 -0.0141
K -5.244 1.134 -1.551 0.0008
O 0.521 -0.905 0.831 0.0189
C 1.380 0.197 0.809 0.0022
O 2.420 -0.080 0.178 0.0000
O 0.950 1.325 1.045 0.0032
Na 3.209 2.228 0.412 0.0001
Li 2.548 -1.596 -1.090 0.0003

***

14
Properties=species:S:1:pos:R:3:nbo_charge:R:1 method="wB97M-V/def2-TZVPD" orbital_gap_ha="0.312 / 0.312" relative_energy_kcal_mol=81.53 total_charge=0 largest_force_ev_per_a=7.04
C 0.376 -1.072 -2.080 0.2384
C -0.576 0.861 1.150 -0.4371
C -0.568 -0.269 0.166 -0.2066
C -0.220 -0.546 1.620 -0.1346
C 0.798 -0.093 -1.206 -0.2279
N 0.024 -1.896 -2.777 -0.2575
N 0.969 1.170 -1.742 0.1563
O 0.325 2.160 -1.416 -0.2179
Cl -1.356 -1.323 2.766 0.0179
Cl 1.426 -0.810 1.952 0.0447
H 0.214 1.623 1.134 0.2395
H -1.502 1.254 1.441 0.2389
H -1.441 -0.661 -0.449 0.2596
H 1.532 -0.398 -0.559 0.2863

***

50
Properties=species:S:1:pos:R:3:nbo_charge:R:1 method="wB97M-V/def2-TZVPD" orbital_gap_ha=0.362 total_charge=0 smiles="CCN(CCNC(=O)O)C(C)=O.CCCC#N.CCCC#N" largest_force_ev_per_a=10.05
C -0.227 -1.433 1.106 -0.6432
C 0.481 -0.179 1.894 -0.2327
N -0.017 1.192 1.484 -0.5110
C -1.216 1.631 2.328 -0.2449
C -2.623 1.735 1.477 -0.2366
N -3.743 1.406 2.450 -0.7284
C -4.302 0.014 2.235 0.8786
O -4.659 -0.499 1.035 -0.5535
O -4.433 -0.873 3.410 -0.7068
C 1.048 2.229 1.766 0.7028
C 2.126 2.222 2.999 -0.7560
O 1.081 3.301 0.927 -0.5807
H -1.406 -1.286 1.045 0.2162
H 0.202 -1.558 0.001 0.2354
H 0.039 -2.443 1.677 0.2322
H 1.646 -0.216 1.636 0.2106
H 0.435 -0.313 3.080 0.1773
H -1.321 0.962 3.283 0.2135
H -0.977 2.738 2.703 0.2196
H -2.591 1.048 0.524 0.2359
H -2.847 2.835 1.076 0.2158
H -4.506 2.138 2.422 0.4081
H -5.180 -0.459 3.947 0.4924
H 1.880 3.032 3.839 0.2589
H 3.184 2.512 2.546 0.2627
H 2.259 1.196 3.544 0.2325
C 3.101 3.658 -1.562 -0.6130
C 2.673 3.801 -3.019 -0.3852
C 3.250 2.706 -3.918 -0.5022
C 4.769 2.765 -3.890 0.2893
N 6.029 2.815 -3.867 -0.3494
H 4.186 3.751 -1.448 0.2104
H 2.643 4.444 -0.952 0.2304
H 2.793 2.688 -1.155 0.2080
H 2.986 4.786 -3.385 0.2065
H 1.579 3.769 -3.073 0.2120
H 2.904 2.844 -4.948 0.2476
H 2.922 1.717 -3.579 0.2454
C -2.265 -4.173 -1.674 -0.6136
C -1.526 -5.339 -2.323 -0.3854
C -0.538 -6.020 -1.374 -0.5025
C 0.514 -5.020 -0.923 0.2946
N 1.386 -4.190 -0.550 -0.3543
H -1.577 -3.376 -1.373 0.2176
H -2.979 -3.736 -2.379 0.2199
H -2.819 -4.504 -0.788 0.2066
H -0.997 -4.973 -3.211 0.2102
H -2.259 -6.077 -2.667 0.2108
H -0.046 -6.856 -1.881 0.2516
H -1.059 -6.415 -0.495 0.2457